1.
DFT (ωB97M-V with the def2-TZVPD basis set) results for C8H9CoI2NO6STi as an isolated structure.

2S+1	6
HOMO-LUMO gap (alpha / beta)	6.38 / 4.92	eV
E_HOMO (alpha / beta)	-23.93 / -23.69	eV
relative energy (zero: lowest compared OMol25 entry of this formula, charge and spin)	0.558	eV
⟨S²⟩	8.81
max |F|	12.38	eV/A
charge	+4

Last column: Mulliken charge in e.
Geometry (Å):
I1 3.75 -2.65 0.92  0.673
I2 3.76 0.00 0.36  0.509
Co1 -1.46 0.61 0.99  0.314
Ti1 0.15 -0.12 2.67  -0.037
S1 0.37 0.46 0.22  0.620
C1 -2.48 -0.63 0.45  0.029
C2 -1.07 -1.88 2.37  0.527
C3 0.44 0.14 -1.87  0.992
C4 1.39 1.17 -2.46  -1.070
C5 -0.94 0.28 -2.51  -1.476
C6 0.91 -1.29 -1.95  -1.081
C7 -1.32 1.33 2.76  0.632
C8 -2.29 1.92 0.33  0.348
O1 -1.74 -2.78 2.71  -0.015
O2 -3.03 -1.63 0.21  -0.064
O3 -1.69 2.27 3.38  0.003
O4 -2.71 2.86 -0.22  -0.059
H1 1.47 1.04 -3.56  0.458
H2 2.39 1.05 -2.01  0.173
H3 0.99 2.18 -2.24  0.413
H4 -0.88 -0.01 -3.58  0.503
H5 -1.33 1.29 -2.34  0.365
H6 -1.65 -0.38 -2.03  0.329
H7 0.95 -1.64 -2.99  0.476
H8 0.19 -1.97 -1.45  0.379
H9 1.94 -1.40 -1.57  0.149
O5 0.57 -0.89 4.57  -0.324
N1 1.53 -0.06 4.89  0.537
O6 1.82 0.72 3.92  -0.302


2.
DFT (ωB97M-V with the def2-TZVPD basis set) results for C45H42NO3P3S5Ti as an isolated structure.

HOMO-LUMO gap	5.13	eV
E_HOMO	-1.15	eV
relative energy (zero: lowest compared OMol25 entry of this formula, charge and spin)	0.370	eV
max |F|	0.61	eV/A
charge	-2

Last column: Mulliken charge in e.
Geometry (Å):
Ti1 0.64 1.63 0.79  0.631
O1 -3.71 -1.46 2.44  -0.854
S1 -2.55 -1.41 1.51  1.338
C1 -3.17 -2.31 0.03  -0.143
C2 -4.31 -3.09 0.22  -0.675
C3 -4.82 -3.81 -0.84  -0.858
C4 -4.21 -3.75 -2.09  -0.798
C5 -3.12 -2.93 -2.28  0.088
C6 -2.58 -2.18 -1.23  -0.824
P1 -1.24 -0.91 -1.43  2.378
C7 -0.18 -1.93 -2.53  0.596
C8 0.13 -1.64 -3.86  -0.298
C9 0.95 -2.49 -4.60  -0.678
C10 1.47 -3.64 -4.02  -0.735
C11 1.17 -3.93 -2.69  -0.544
C12 0.36 -3.08 -1.96  -0.529
C13 -2.16 0.19 -2.60  0.381
C14 -3.56 0.20 -2.61  -0.325
C15 -4.26 1.12 -3.38  -0.832
C16 -3.59 2.05 -4.15  -0.519
C17 -2.20 2.06 -4.14  -0.855
C18 -1.50 1.15 -3.37  -0.521
C19 -1.48 -2.76 2.15  -0.684
C20 -2.21 -3.85 2.63  -0.732
C21 -1.59 -4.89 3.29  -0.825
C22 -0.22 -4.82 3.53  -0.987
C23 0.49 -3.73 3.08  -0.270
C24 -0.10 -2.68 2.35  0.462
P2 0.98 -1.24 1.84  1.717
C25 2.29 -2.12 0.87  1.178
C26 3.23 -1.30 0.25  -0.949
C27 4.26 -1.84 -0.52  -0.995
C28 4.36 -3.22 -0.68  -0.593
C29 3.42 -4.05 -0.08  -0.595
C30 2.40 -3.50 0.68  -0.752
C31 1.81 -1.07 3.48  0.400
C32 1.01 -0.94 4.62  -0.378
C33 1.59 -0.75 5.87  -0.750
C34 2.97 -0.68 6.00  -0.587
C35 3.76 -0.80 4.87  -0.563
C36 3.19 -0.99 3.62  -0.037
H1 -4.78 -3.09 1.20  0.621
H2 -5.70 -4.43 -0.69  0.364
H3 -4.61 -4.32 -2.92  0.401
H4 -2.68 -2.83 -3.26  0.477
H5 -0.26 -0.75 -4.32  0.297
H6 1.18 -2.25 -5.63  0.407
H7 2.11 -4.30 -4.59  0.340
H8 1.59 -4.81 -2.22  0.375
H9 0.14 -3.31 -0.93  0.232
H10 -4.12 -0.49 -2.00  0.250
H11 -5.35 1.11 -3.35  0.388
H12 -4.14 2.78 -4.74  0.357
H13 -1.66 2.80 -4.72  0.359
H14 -0.42 1.22 -3.32  0.284
H15 -3.28 -3.85 2.50  0.299
H16 -2.18 -5.73 3.65  0.386
H17 0.28 -5.60 4.09  0.379
H18 1.55 -3.66 3.31  0.692
H19 3.16 -0.22 0.36  0.436
H20 4.96 -1.18 -1.00  0.434
H21 5.15 -3.64 -1.29  0.330
H22 3.47 -5.12 -0.22  0.419
H23 1.67 -4.17 1.11  0.260
H24 -0.07 -0.98 4.53  0.408
H25 0.95 -0.63 6.74  0.407
H26 3.42 -0.52 6.97  0.325
H27 4.84 -0.73 4.96  0.401
H28 3.82 -1.05 2.75  0.316
S2 -0.87 1.34 3.05  -0.498
C37 -2.10 1.83 1.95  0.046
C38 -3.42 2.18 2.28  -0.579
C39 -4.26 2.64 1.29  -0.494
C40 -3.79 2.77 -0.01  -0.795
C41 -2.48 2.40 -0.27  -0.727
N1 -1.68 1.91 0.68  0.962
H29 -3.75 2.09 3.31  0.452
H30 -5.28 2.91 1.54  0.321
H31 -4.41 3.15 -0.81  0.461
H32 -2.03 2.51 -1.25  0.728
C42 1.09 6.38 -4.08  -1.061
C43 2.00 6.13 -2.89  -0.305
O2 1.22 5.73 -1.79  -0.206
P3 1.95 4.66 -0.72  0.116
S3 0.32 4.12 0.40  -0.514
S4 1.25 0.87 -1.18  -0.579
O3 2.65 5.88 0.20  -0.418
C44 3.29 5.41 1.38  -0.012
C45 4.02 6.56 2.03  -1.429
H33 1.67 6.68 -4.95  0.380
H34 0.37 7.17 -3.84  0.275
H35 0.54 5.47 -4.31  0.162
H36 2.56 7.04 -2.64  0.218
H37 2.74 5.35 -3.13  0.386
H38 3.99 4.59 1.14  0.357
H39 2.54 4.98 2.06  0.242
H40 4.75 6.99 1.34  0.309
H41 4.55 6.23 2.93  0.372
H42 3.32 7.35 2.31  0.318
S5 2.45 1.84 1.92  -0.616


3.
DFT (ωB97M-V with the def2-TZVPD basis set) results for C36H39HfN9O2PS as an isolated structure.

HOMO-LUMO gap	6.82	eV
E_HOMO	-15.66	eV
relative energy (zero: lowest compared OMol25 entry of this formula, charge and spin)	0.919	eV
max |F|	1.86	eV/A
charge	+3

Last column: Mulliken charge in e.
Geometry (Å):
Hf1 0.33 -0.26 0.74  0.880
C1 6.16 -3.76 -3.58  -1.413
C2 5.34 -2.88 -2.68  0.827
C3 5.69 -2.69 -1.34  -1.069
C4 4.95 -1.86 -0.52  -0.715
C5 3.83 -1.22 -1.06  0.683
C6 3.45 -1.39 -2.39  0.005
C7 4.22 -2.22 -3.19  -0.973
S1 2.98 -0.15 -0.04  1.204
O1 2.25 -0.99 1.03  -0.730
O2 3.83 0.84 0.54  -0.552
N1 1.65 0.44 -0.80  -0.079
C8 1.70 1.89 -0.90  0.021
C9 2.16 2.55 -1.99  -0.415
C10 2.34 3.95 -1.96  -1.144
C11 2.10 4.65 -0.82  -1.035
C12 1.61 3.99 0.34  1.146
C13 1.33 4.65 1.55  -0.724
C14 0.80 3.94 2.61  -1.274
C15 0.54 2.58 2.45  0.040
N2 0.81 1.91 1.33  -0.099
C16 1.38 2.61 0.28  0.414
H1 7.01 -4.19 -3.05  0.381
H2 6.54 -3.18 -4.42  0.363
H3 5.56 -4.57 -3.98  0.354
H4 6.56 -3.19 -0.94  0.385
H5 5.25 -1.70 0.51  0.523
H6 2.60 -0.87 -2.80  0.282
H7 3.96 -2.35 -4.23  0.493
H8 2.43 1.99 -2.88  0.517
H9 2.71 4.46 -2.84  0.503
H10 2.28 5.72 -0.77  0.498
H11 1.52 5.71 1.64  0.524
H12 0.57 4.42 3.55  0.522
H13 0.06 2.03 3.25  0.395
N3 0.45 -0.57 3.11  -0.466
C17 -0.81 -0.95 3.73  0.416
C18 -1.03 -0.90 5.07  -0.573
C19 -2.27 -1.33 5.60  -0.874
C20 -3.23 -1.84 4.78  -0.950
C21 -3.02 -1.90 3.38  0.581
C22 -3.96 -2.43 2.47  -0.677
C23 -3.68 -2.46 1.13  -1.199
C24 -2.47 -1.93 0.68  -0.110
N4 -1.55 -1.40 1.50  0.694
C25 -1.81 -1.42 2.85  -0.117
H14 1.09 -1.37 3.13  0.440
H15 0.93 0.12 3.67  0.365
H16 -0.26 -0.54 5.74  0.518
H17 -2.44 -1.28 6.67  0.452
H18 -4.17 -2.20 5.18  0.493
H19 -4.90 -2.82 2.84  0.526
H20 -4.37 -2.87 0.41  0.525
H21 -2.23 -1.91 -0.37  0.385
N5 -0.25 -1.27 -2.61  0.008
C26 0.11 -2.36 -1.85  0.199
C27 0.21 -3.63 -2.43  -1.043
C28 0.52 -4.71 -1.65  -0.576
C29 0.73 -4.53 -0.27  -1.032
C30 0.60 -3.27 0.23  -0.079
N6 0.29 -2.18 -0.54  0.891
H22 -0.32 -1.43 -3.60  0.361
H23 0.18 -0.39 -2.36  -0.010
H24 0.05 -3.74 -3.50  0.496
H25 0.60 -5.69 -2.10  0.490
H26 0.97 -5.36 0.38  0.557
H27 0.72 -3.11 1.29  0.257
C31 -4.80 1.73 -0.68  -0.961
N7 -3.95 1.76 -1.88  0.234
C32 -3.50 3.13 -2.11  -0.956
N8 -2.80 3.71 -0.96  0.189
C33 -3.69 3.64 0.21  -0.910
N9 -4.14 2.28 0.51  0.171
C34 -3.06 1.43 0.97  -1.371
P1 -1.74 1.27 -0.36  3.160
C35 -2.84 0.83 -1.80  -1.407
C36 -1.52 3.08 -0.71  -1.286
H28 -5.11 0.71 -0.49  0.398
H29 -5.69 2.33 -0.89  0.299
H30 -4.37 3.75 -2.32  0.333
H31 -2.84 3.16 -2.98  0.378
H32 -4.56 4.26 0.01  0.333
H33 -3.17 4.05 1.08  0.384
H34 -3.44 0.45 1.22  0.371
H35 -2.61 1.86 1.87  0.460
H36 -3.20 -0.20 -1.69  0.279
H37 -2.25 0.86 -2.71  0.492
H38 -0.86 3.19 -1.58  0.415
H39 -1.04 3.54 0.15  0.307


4.
DFT (ωB97M-V with the def2-TZVPD basis set) results for an isolated molecule of C3H5NO2.

HOMO-LUMO gap	10.88	eV
E_HOMO	-9.95	eV
relative energy (zero: lowest compared OMol25 entry of this formula, charge and spin)	3.077	eV
SMILES	NC(=O)[C@H]1CO1
max |F|	3.37	eV/A
charge	0

Last column: Mulliken charge in e.
Geometry (Å):
N1 -1.18 0.81 0.67  -0.358
C1 -0.98 -0.45 0.18  0.255
O1 -1.86 -1.26 -0.02  -0.612
C2 0.47 -0.78 -0.09  0.297
C3 1.21 0.05 -1.04  -0.610
O2 1.27 0.19 0.54  -0.468
H1 -0.40 1.36 1.00  0.227
H2 -2.11 1.05 0.96  0.238
H3 0.71 -1.83 0.04  0.365
H4 2.25 0.03 -0.69  0.432
H5 0.63 0.83 -1.54  0.234


5.
DFT (ωB97M-V with the def2-TZVPD basis set) results for an isolated molecule of C2H3N3O2.

HOMO-LUMO gap	8.14	eV
E_HOMO	-7.94	eV
relative energy (zero: lowest compared OMol25 entry of this formula, charge and spin)	5.768	eV
max |F|	1.43	eV/A
charge	0

Last column: Mulliken charge in e.
Geometry (Å):
N1 -1.12 -0.01 0.08  0.059
N2 1.41 0.52 -0.06  -0.295
C1 0.67 1.52 0.07  0.721
C2 0.77 -1.14 -0.33  -0.217
O1 -2.51 -0.16 0.18  -0.454
N3 -0.50 -1.09 -0.10  -0.354
O2 0.24 2.59 0.20  -0.336
H1 -2.69 -1.11 0.06  0.383
H2 2.35 0.63 -0.41  0.280
H3 1.38 -1.76 0.32  0.214


6.
DFT (ωB97M-V with the def2-TZVPD basis set) results for C21H19N6O3S4V as an isolated structure.

2S+1	3
HOMO-LUMO gap (alpha / beta)	7.38 / 7.60	eV
E_HOMO (alpha / beta)	-7.73 / -7.86	eV
relative energy (zero: lowest compared OMol25 entry of this formula, charge and spin)	0.000	eV
⟨S²⟩	2.02
max |F|	0.88	eV/A
charge	0

Last column: Mulliken charge in e.
Geometry (Å):
V1 -0.55 -0.03 -0.15  0.105
C1 5.06 2.90 1.67  -1.362
C2 4.07 2.00 2.28  1.095
N1 3.88 1.79 3.55  -0.948
N2 2.85 0.91 3.59  0.304
C3 2.38 0.57 2.38  0.387
S1 1.09 -0.50 2.10  -0.471
N3 3.18 1.27 1.54  0.550
N4 3.14 1.22 0.14  -0.747
H1 5.70 3.30 2.45  0.361
H2 4.57 3.73 1.16  0.329
H3 5.68 2.37 0.94  0.328
H4 2.46 0.61 4.47  0.189
H5 3.27 2.18 -0.16  0.390
H6 2.16 1.02 -0.09  -0.064
S2 0.69 -2.07 -4.07  -0.442
C4 1.97 -2.52 -3.00  0.823
C5 3.10 -3.28 -3.29  -0.714
C6 3.99 -3.53 -2.26  -0.546
C7 3.76 -3.02 -0.98  -0.972
C8 2.64 -2.27 -0.70  0.312
C9 1.73 -2.01 -1.73  -0.605
N5 0.54 -1.28 -1.62  0.606
C10 -0.08 -1.24 -2.77  0.998
C11 -1.37 -0.55 -2.92  0.479
C12 -2.02 -0.49 -4.15  -1.192
C13 -3.22 0.19 -4.25  -0.668
C14 -3.74 0.80 -3.12  -0.814
C15 -3.08 0.74 -1.90  -0.096
C16 -1.87 0.04 -1.76  0.731
H7 3.27 -3.67 -4.28  0.410
H8 4.88 -4.11 -2.45  0.394
H9 4.47 -3.22 -0.19  0.426
H10 2.46 -1.87 0.30  0.013
H11 -1.59 -0.97 -5.03  0.375
H12 -3.73 0.25 -5.20  0.404
H13 -4.67 1.36 -3.20  0.403
H14 -3.50 1.26 -1.05  0.383
C17 -2.85 -4.02 1.55  -0.092
C18 -3.55 -2.84 1.31  -0.974
C19 -2.85 -1.74 0.87  -0.022
N6 -1.53 -1.76 0.64  0.238
C20 -0.86 -2.90 0.87  0.139
C21 -1.49 -4.05 1.32  -1.080
H15 -3.37 -4.90 1.89  0.402
H16 -4.61 -2.77 1.47  0.423
H17 -3.34 -0.79 0.68  0.309
H18 0.20 -2.88 0.67  0.284
H19 -0.90 -4.94 1.50  0.428
O1 -0.64 3.76 -0.43  -0.674
S3 -0.12 2.67 0.34  1.088
O2 0.97 2.96 1.25  -0.600
O3 0.40 1.53 -0.65  -0.665
S4 -1.61 1.59 1.27  -0.359


7.
DFT (ωB97M-V with the def2-TZVPD basis set) results for a 2-piece molecular cluster, CH3F2N overall.

HOMO-LUMO gap	11.06	eV
E_HOMO	-10.62	eV
relative energy (zero: lowest compared OMol25 entry of this formula, charge and spin)	2.316	eV
max |F|	5.80	eV/A
charge	0

Last column: Mulliken charge in e.
Geometry (Å):
C1 -0.44 -0.04 0.17  0.159
N1 0.67 -0.03 -0.52  -0.300
F1 -1.23 -1.13 -0.06  -0.246
F2 -1.24 1.04 0.04  -0.237
H1 0.00 -0.04 1.86  0.178
H2 1.52 0.02 0.00  0.250
H3 0.73 0.18 -1.50  0.195


8.
DFT (ωB97M-V with the def2-TZVPD basis set) results for C23H44Cl6F2HfO7 as an isolated structure.

HOMO-LUMO gap	7.80	eV
E_HOMO	-7.71	eV
max |F|	5.04	eV/A
charge	0

Last column: Mulliken charge in e.
Geometry (Å):
Hf1 -0.61 0.33 -0.83  1.284
C1 -7.11 -1.26 -0.65  0.790
O1 -7.76 -1.77 0.20  -0.385
O2 -6.69 -0.51 -1.48  -0.428
O3 -0.45 1.34 0.75  -1.088
F1 -0.77 -0.20 -2.74  -0.838
F2 -0.12 -1.43 0.02  -0.588
Cl1 2.08 -6.09 -1.91  -0.222
C2 1.56 -4.75 -0.76  -0.584
C3 1.45 -3.42 -1.47  1.177
Cl2 0.03 -3.48 -2.58  -0.171
H1 2.33 -4.69 -0.03  0.335
H2 0.60 -5.15 -0.55  0.311
H3 2.34 -3.22 -2.10  0.351
H4 1.26 -2.68 -0.75  -1.308
Cl3 3.84 0.32 6.09  -0.206
C4 3.64 1.73 4.95  -0.245
C5 2.18 2.29 4.77  -0.402
Cl4 2.22 3.07 3.14  -0.145
H5 3.90 1.37 3.95  0.065
H6 4.41 2.45 5.22  0.358
H7 1.86 3.01 5.56  0.346
H8 1.39 1.53 4.74  0.232
Cl5 -0.03 -3.73 3.42  -0.201
C6 1.63 -3.49 2.86  0.618
C7 2.25 -2.52 3.92  -0.685
Cl6 3.89 -2.15 3.36  -0.201
H9 1.71 -2.94 1.89  -0.588
H10 2.12 -4.46 2.82  0.435
H11 2.28 -2.96 4.80  0.597
H12 1.63 -1.57 3.96  0.213
C8 -3.75 -2.61 0.09  -0.530
C9 -2.66 -2.52 1.29  -0.312
C10 -2.55 -1.02 1.41  -0.343
O4 -2.48 -0.60 0.03  0.530
C11 -3.19 -1.55 -0.84  -0.237
H13 -4.80 -2.50 0.58  0.085
H14 -3.78 -3.60 -0.33  0.466
H15 -1.77 -2.98 1.01  -0.162
H16 -3.06 -3.03 2.17  0.457
H17 -1.54 -0.71 1.86  -0.080
H18 -3.45 -0.55 1.86  0.407
H19 -2.38 -1.99 -1.41  0.093
H20 -3.88 -1.02 -1.46  0.130
C12 2.24 3.77 -1.64  -0.608
C13 1.67 3.81 -3.10  -0.702
C14 0.68 2.63 -3.24  -0.861
O5 0.31 2.33 -1.84  0.346
C15 1.06 3.10 -0.86  -0.323
H21 2.46 4.79 -1.23  0.375
H22 3.06 3.10 -1.56  0.193
H23 2.52 3.62 -3.77  0.332
H24 1.13 4.71 -3.36  0.339
H25 1.22 1.76 -3.54  0.384
H26 -0.14 2.65 -3.88  0.463
H27 1.38 2.41 -0.12  0.097
H28 0.34 3.88 -0.49  0.354
C16 -4.27 2.89 -0.78  -0.669
C17 -4.46 2.08 -2.05  -0.087
C18 -3.05 1.87 -2.46  -0.811
O6 -2.34 1.62 -1.24  0.681
C19 -3.05 2.22 -0.10  -0.318
H29 -5.13 2.91 -0.13  0.471
H30 -3.94 3.93 -1.03  0.249
H31 -5.12 2.60 -2.74  0.495
H32 -5.04 1.24 -1.78  -0.202
H33 -2.58 2.72 -2.97  0.102
H34 -2.76 1.04 -3.05  0.497
H35 -2.24 2.84 0.33  0.290
H36 -3.45 1.45 0.48  -0.226
C20 4.08 -0.22 -1.50  -0.789
C21 3.89 0.02 -0.02  -0.575
C22 2.53 -0.42 0.28  -0.135
O7 1.75 0.01 -0.92  0.272
C23 2.61 0.01 -2.02  -0.433
H37 4.33 -1.30 -1.67  0.237
H38 4.68 0.49 -1.96  0.471
H39 4.10 1.02 0.29  0.392
H40 4.57 -0.60 0.57  0.342
H41 2.14 0.18 1.07  0.382
H42 2.28 -1.45 0.46  -0.596
H43 2.43 0.88 -2.63  -0.003
H44 2.34 -0.88 -2.61  0.246


In the order shown, the computed calculated total energy values come out to -4040.14833 -5885.13853 -2825.40396 -322.46127 -392.58157 -3902.76217 -294.30024 -4438.46557 Eh.